# C42H41BN9O3Y

A structure of composition C42H41BN9O3Y (ωB97M-V/def2-TZVPD, the OMol25 dataset).

Last column: Löwdin charge in e.
CARTESIAN COORDINATES (ANGSTROEM)
C 2.20 -3.51 2.51  -0.0185
H 1.60 0.16 -2.34  0.0502
C -4.49 2.20 1.91  -0.0252
C -4.56 0.22 0.22  -0.2025
C 0.77 2.99 -1.90  -0.1059
H -1.01 5.13 -1.13  0.0902
H 1.77 -3.97 -2.06  0.1037
H 4.71 5.63 -2.62  0.0928
C -5.70 -0.33 0.80  -0.0345
N -2.17 -1.84 1.59  -0.0580
H -3.42 -0.69 2.82  0.1049
C 0.97 4.36 -1.60  -0.1829
B -0.93 -3.79 0.54  -0.5067
H -1.03 -4.97 0.49  0.1293
C 1.77 -2.19 2.36  -0.1325
C -1.07 -1.79 -2.53  -0.1381
C 0.63 3.17 4.18  0.0212
Y -0.63 -0.40 0.51  1.5806
C 4.31 0.41 0.97  -0.0481
C -2.95 -3.83 2.15  -0.0368
H -5.07 3.09 1.68  0.1447
C 0.02 5.17 -0.75  -0.0318
C 4.71 -2.06 -0.50  -0.0297
H 2.21 -1.30 2.78  0.1071
N -0.91 -1.91 -1.20  -0.0899
C -4.45 -1.66 -1.29  -0.0572
C 2.80 2.96 -3.18  0.0119
C -3.14 -1.68 2.50  -0.1321
H 5.14 0.99 0.59  0.1442
C -3.90 1.49 0.69  -0.2067
C 1.47 0.87 -3.16  -0.0162
H -1.10 3.00 -0.82  0.1223
H 2.68 2.68 3.70  0.1363
H 0.01 4.84 0.29  0.0833
H 3.99 -5.06 -1.89  0.1132
O -0.56 1.13 -1.22  -0.1537
N 1.98 0.32 0.53  0.1305
H -1.41 -3.28 -4.14  0.1124
H -6.21 0.18 1.61  0.1104
H 3.50 2.45 -3.83  0.1279
C -1.21 -3.92 -2.04  -0.0499
H -1.51 3.50 4.29  0.1375
H 4.98 4.32 -3.79  0.0856
H 2.19 0.61 -3.94  0.0983
H 0.47 0.73 -3.56  0.0832
H -3.01 -4.90 2.12  0.1360
C 3.84 -4.05 -1.52  -0.0609
H 1.21 -5.30 1.61  0.1360
C 2.42 -2.15 -1.15  -0.0614
C 3.29 -0.02 -0.10  -0.2049
C -3.67 -2.90 2.89  -0.0224
C 1.64 2.53 3.47  0.0564
C -5.58 -2.21 -0.69  -0.0552
H 3.37 0.64 -0.97  0.1466
N -1.00 -3.23 -0.91  -0.0104
H -5.06 1.55 2.57  0.1230
H 4.67 -0.43 1.56  0.1311
C -2.29 1.97 2.14  -0.3369
H -7.09 -1.95 0.80  0.1165
C 4.90 -3.35 -0.97  -0.0536
H 1.44 -1.69 -1.25  0.0612
O -3.31 2.63 2.67  0.0594
H -4.46 -3.09 3.59  0.1101
N 0.01 1.48 2.08  0.0985
N -2.49 1.26 1.09  0.0911
H 0.88 3.82 5.01  0.1333
H 3.03 -3.87 3.08  0.1098
H 5.56 -1.53 -0.08  0.1137
C -0.36 2.35 -1.30  -0.1409
C 3.46 -1.45 -0.57  -0.1821
C 1.27 1.70 2.42  -0.1578
H -3.97 -2.17 -2.12  0.1025
C -1.26 -3.04 -3.11  -0.0223
C 2.26 1.04 1.54  -0.3536
C 1.29 -4.24 1.77  -0.0432
C 3.04 4.30 -2.86  -0.2170
O 3.54 1.27 1.85  0.0440
H 5.88 -3.80 -0.91  0.1149
H -3.87 2.19 -0.16  0.1607
H -1.31 -4.99 -2.00  0.1374
C 2.60 -3.44 -1.61  -0.0565
H -3.11 0.00 -1.35  0.0934
N -2.07 -3.18 1.38  -0.0190
C -0.95 2.15 2.73  -0.1580
C 1.68 2.29 -2.73  -0.1749
N 0.69 -2.12 1.58  -0.0537
H 2.29 6.02 -1.83  0.1303
C -0.69 2.99 3.80  0.0551
H -5.98 -3.16 -1.04  0.1144
N 0.40 -3.40 1.22  -0.0227
C -6.20 -1.54 0.34  -0.0532
C 4.24 5.01 -3.39  -0.0218
C -3.96 -0.45 -0.85  -0.0643
H 0.32 6.21 -0.76  0.0880
H -1.03 -0.82 -3.00  0.1023
H 3.95 5.68 -4.20  0.1033
C 2.11 4.98 -2.07  0.0124

Calculated values
DFT total energy: -2406.62769 Eh
Multiplicity: 1
Total charge: +2
Orbital gap: 7.651 eV

---

# C42H41BrO2P2Pd

A structure of composition C42H41BrO2P2Pd in a non-equilibrium geometry (ωB97M-V/def2-TZVPD, the OMol25 dataset).

Last column: Mulliken spin population.
CARTESIAN COORDINATES (ANGSTROEM)
C 1.80 -4.55 -0.21  0.0023
C -5.42 1.55 -1.25  0.0080
C 2.92 0.67 1.54  0.0104
C 2.54 -7.24 -0.57  0.0000
C 1.49 3.07 -0.37  -0.0046
C 3.47 -0.62 1.42  0.0098
C 2.37 -6.73 0.73  0.0000
H 0.44 5.17 -2.04  -0.0037
H -2.55 -0.99 -1.88  -0.0068
C -4.73 -1.76 4.62  -0.0012
C 4.26 0.97 -2.65  0.0341
C -5.21 1.02 -2.53  0.0031
C 2.00 -5.39 0.89  -0.0001
H -1.58 -1.38 3.38  -0.0004
H 0.92 4.35 -3.52  0.0079
C -1.34 3.05 -0.52  0.0207
C 1.98 -5.07 -1.52  0.0001
H 2.86 2.50 2.70  0.0000
Br 1.73 -4.05 -3.08  0.0001
C 2.41 0.45 -1.14  0.0215
H -0.95 -1.57 -0.56  0.0117
H 1.85 -4.98 1.89  0.0002
C 4.49 1.17 3.30  -0.0044
H -1.66 1.24 2.43  0.0183
C 0.77 4.07 0.52  -0.0044
H 1.27 5.06 0.46  0.0020
C -2.67 -1.33 3.44  0.0008
C 3.43 0.75 -3.75  -0.0013
H 1.47 0.12 -4.43  -0.0010
H -6.29 2.18 -1.07  -0.0003
H 1.99 2.71 -2.45  0.0223
C 1.62 0.07 -2.28  -0.0096
H -1.23 4.36 1.14  -0.0001
H -5.25 -2.17 5.49  -0.0001
C 1.29 -3.14 0.05  0.0075
H 5.31 1.26 -2.79  0.0021
C -1.72 3.00 -1.89  0.0049
H 2.51 -7.37 1.60  0.0000
C -3.41 -0.80 2.36  0.0453
C -3.34 -1.83 4.55  0.0018
C 1.21 3.15 -1.83  0.3440
P -2.47 -0.36 0.91  -0.1093
H 4.98 -2.00 2.08  -0.0001
H -0.87 5.15 -0.40  0.0010
C 5.09 -0.08 3.12  0.0133
C 0.41 4.21 -2.55  0.0488
C -3.31 -0.22 -1.71  0.0313
C -0.71 4.23 0.18  0.0083
H 4.43 0.93 -0.51  0.0103
H 2.47 -6.81 -2.70  0.0000
H -2.37 -2.56 -0.03  -0.0008
H 3.05 -1.31 0.68  0.0060
H 0.86 3.78 1.59  -0.0081
H -5.88 1.28 -3.34  0.0002
C 2.35 -6.42 -1.69  0.0000
C 0.16 1.02 1.52  0.4117
H -1.65 4.74 -3.13  -0.0025
H 0.73 -0.54 -2.14  0.0029
C -1.07 3.83 -2.94  0.0245
H -1.05 3.23 -3.88  0.0069
C 3.37 1.54 2.55  0.0310
H 2.81 -8.30 -0.73  0.0000
H 2.56 3.01 -0.08  0.0157
H 4.89 1.88 4.03  -0.0004
C -4.52 1.24 -0.22  0.0108
C 4.56 -0.99 2.21  -0.0051
P 1.59 1.10 0.40  -0.0577
C -4.15 0.15 -2.76  0.0016
C -1.19 0.76 1.56  0.4807
C 2.12 0.31 -3.58  0.0447
H -1.90 2.41 0.18  0.0079
H -6.55 -1.14 3.63  0.0001
H -4.00 -0.29 -3.76  0.0001
H 3.82 0.92 -4.75  0.0003
O 1.08 -2.80 1.25  0.0036
C -3.47 0.33 -0.43  0.0829
O 1.08 -2.45 -0.99  0.0079
C -5.46 -1.19 3.57  0.0033
C 3.76 0.79 -1.36  -0.0053
H 5.98 -0.35 3.70  0.0012
C -1.63 -1.80 0.28  0.0190
C -4.81 -0.71 2.43  -0.0138
H -0.99 -2.19 1.08  -0.0075
H -2.70 2.56 -2.10  0.0219
Pd -0.19 1.75 -1.55  0.3677
H -4.70 1.64 0.79  -0.0017
H -2.76 -2.30 5.35  0.0002
H -5.39 -0.29 1.60  -0.0004
H 0.55 1.37 2.49  0.0065

Calculated values
DFT total energy: -5159.84486 Eh
Multiplicity: 3
Total charge: 0
Orbital gap (spin up / spin down): 5.163 / 7.314 eV

---

# C42H41ClO2P2Pd

A structure of composition C42H41ClO2P2Pd in a non-equilibrium geometry (ωB97M-V/def2-TZVPD, the OMol25 dataset).

Last column: Mulliken spin population.
CARTESIAN COORDINATES (ANGSTROEM)
H -0.82 1.77 3.83  -0.0055
H -1.32 4.86 -5.95  0.0000
C -2.99 4.67 -4.60  0.0041
C 3.47 2.15 0.28  0.0164
P -1.20 -0.42 1.35  0.1907
C -3.43 4.04 -3.44  0.0048
C 5.30 0.74 2.38  0.0460
H 3.69 2.58 -4.45  0.0002
H -1.49 -0.81 -3.66  -0.0008
C -0.58 1.64 -0.78  0.6097
H -4.52 0.58 5.73  0.0003
H 0.93 -2.05 -0.02  0.0494
H -3.54 -6.61 -1.06  0.0000
C -3.45 -3.23 -0.46  0.0134
H 3.26 -1.66 -3.63  -0.0025
H 2.55 -3.75 0.63  0.0002
C -3.74 0.40 5.00  0.0009
C 4.55 1.33 -0.07  0.1253
H 2.79 2.46 -0.52  0.0006
H -1.91 1.79 0.78  0.0355
H 6.47 1.78 0.80  0.0039
Cl -6.36 -6.55 -1.45  0.0002
C -5.72 -3.97 -0.92  -0.0005
H -6.79 -3.78 -1.02  0.0000
H -0.05 2.94 -5.00  0.0006
C 1.00 -2.30 1.04  0.0779
C -3.77 -0.76 4.23  0.0018
C -1.91 0.06 2.95  0.0850
C -1.73 4.31 -5.11  0.0031
C -4.81 -2.94 -0.62  0.0028
H 6.16 0.07 0.54  0.0008
H 4.48 0.23 -4.79  0.0004
C -3.89 -5.59 -0.95  0.0000
H -3.59 5.44 -5.09  0.0003
H 3.08 2.63 3.66  0.0032
C -2.80 -0.97 3.27  0.0107
C -2.99 -4.54 -0.68  0.0002
C -2.69 3.02 -2.85  0.0106
H -3.02 2.57 -1.91  0.0149
C 0.09 -1.69 1.93  0.0636
H -0.06 2.57 -0.62  0.0420
H 3.97 -0.89 2.96  0.0148
C -1.21 1.06 0.32  1.1824
H 1.14 -1.22 -2.53  -0.0268
H 2.80 -4.43 3.04  0.0060
H -5.14 -1.91 -0.50  0.0005
H 2.83 3.90 1.24  -0.0046
H 4.58 1.01 -1.12  0.0789
H 1.89 0.26 3.08  -0.0338
C -2.69 1.32 4.84  0.0113
C 2.03 -3.71 2.74  0.1062
C 3.40 3.01 1.51  0.0120
C 0.23 -2.16 3.28  0.1451
C 2.69 2.31 2.69  0.0761
C 2.85 -0.65 -3.65  0.0036
C 3.56 0.40 -4.25  0.0126
H -1.93 -4.75 -0.61  0.0007
H -2.61 -0.26 -2.36  0.0065
H -4.38 4.35 -2.98  0.0001
H -0.43 -1.80 4.06  0.0242
C -1.54 -0.34 -2.66  0.0607
C 1.94 -3.29 1.41  -0.0134
C -1.70 1.12 3.87  0.0277
H 4.38 3.35 1.83  0.0026
O -1.24 -2.55 -0.65  -0.0007
C -1.00 3.24 -4.55  0.0026
H 1.54 2.99 -3.41  0.0010
C 1.16 -3.15 3.67  -0.0378
Pd 3.11 0.13 0.65  0.6164
H 6.03 -0.01 2.76  0.0019
C -2.33 -2.25 -0.18  0.0041
H 1.65 2.62 2.67  0.0078
C 2.73 0.81 2.59  0.0735
C 5.69 1.01 0.87  -0.0120
H -1.08 -1.02 -1.93  0.0067
O -2.51 -1.18 0.64  0.0332
H -4.54 -1.52 4.32  0.0000
H -2.64 2.20 5.49  0.0000
C 1.06 0.89 -3.14  0.0874
P -0.61 1.21 -2.51  -0.0317
H 1.18 -3.52 4.72  -0.0005
H -2.82 -1.90 2.70  0.0023
C 3.11 1.71 -4.13  0.0013
H 5.42 1.62 3.03  0.0004
C 1.88 1.96 -3.55  0.0092
C 1.62 -0.40 -3.07  0.0436
C -5.26 -5.29 -1.08  0.0008
C 3.95 0.13 2.56  0.0877
C -1.48 2.56 -3.41  -0.0007

Calculated values
DFT total energy: -3045.49584 Eh
Multiplicity: 5
Total charge: +2
Orbital gap (spin up / spin down): 4.066 / 5.491 eV

---

# C42H41ClO2P2V

A structure of composition C42H41ClO2P2V in a non-equilibrium geometry (ωB97M-V/def2-TZVPD, the OMol25 dataset).

Last column: Mulliken spin population.
CARTESIAN COORDINATES (ANGSTROEM)
P -1.43 1.33 -2.16  0.0053
O 1.53 0.42 -1.03  0.0091
H -3.34 -5.84 0.12  0.0001
H -1.79 -1.62 -1.73  0.0427
H -4.83 0.26 -0.99  0.0000
H -3.79 2.05 -2.49  0.0000
C -3.73 0.41 -1.05  0.0026
H 0.48 -3.24 -5.27  0.0075
H -1.17 -4.83 0.79  0.0003
C -1.17 0.35 0.62  0.0033
C -2.47 -3.15 -5.91  -0.0249
C 0.33 -0.08 -3.91  -0.1231
H -0.81 -2.02 -6.50  0.0340
H -5.81 -0.76 4.39  0.0000
C -1.75 -0.78 -5.05  0.7689
H -3.98 -4.33 -4.99  -0.0010
H 1.53 -1.02 -5.41  -0.0078
C -1.17 4.43 -4.83  0.0007
C -0.76 -0.21 -2.97  0.3049
C -0.01 -2.41 -4.70  0.0915
H 4.35 -2.01 0.19  0.0024
C -0.94 2.75 -3.14  0.0062
C -4.11 -1.16 -4.26  -0.0090
C -3.24 -4.77 0.18  0.0016
C 5.47 0.58 2.11  0.0009
H -4.65 -1.79 -5.00  0.0011
C -2.91 -3.28 -3.45  -0.0362
H -3.31 2.44 1.51  0.0012
H -0.94 -2.37 0.96  -0.0048
C -2.97 -2.00 0.32  -0.0051
H 0.83 0.88 -4.02  -0.0048
Cl 6.75 0.99 3.17  0.0001
H -4.86 -0.55 -3.74  -0.0010
C -1.37 -2.10 -5.52  -0.0651
H -2.95 -3.98 -2.60  -0.0083
C -4.22 -2.57 -0.04  0.0052
C -1.72 3.36 -4.12  0.0072
H 0.48 5.82 -5.02  0.0004
H -3.78 -1.79 -2.23  -0.0282
H -3.06 0.72 -4.39  0.0371
C -4.62 2.22 3.17  -0.0007
C 4.48 1.52 1.79  0.0001
C -3.19 1.27 -1.99  0.0182
H 1.82 4.72 -3.20  0.0000
C -2.02 -4.20 0.56  0.0009
H -0.86 1.14 -0.13  0.0058
H -0.40 -0.46 0.56  0.0021
H -4.67 3.29 3.40  -0.0001
H -5.96 1.69 4.82  0.0001
C -3.81 0.36 1.84  -0.0027
H -3.49 -0.01 -5.99  0.0307
H -2.01 -3.78 -6.65  0.0011
H 2.70 1.91 0.62  0.0032
H -3.30 -2.64 -6.43  0.0041
H -2.74 3.00 -4.31  -0.0027
C -4.48 -0.55 2.68  0.0017
P -2.85 -0.20 0.41  -0.0111
H 0.89 2.74 -2.00  -0.0018
H -1.07 0.02 -5.35  -0.0541
C 0.84 4.33 -3.49  0.0000
C -3.43 -2.00 -3.26  0.0345
H 4.51 2.50 2.27  0.0000
H -2.30 -4.88 -4.68  0.0022
V 0.70 -1.76 -2.75  2.3523
C -1.30 -1.52 -2.72  -0.2004
C 5.41 -0.71 1.55  -0.0008
H 6.15 -1.45 1.84  0.0001
C 0.34 3.24 -2.80  -0.0046
C 3.47 1.18 0.87  -0.0004
H -1.12 0.81 1.63  0.0005
C -4.33 -3.96 -0.11  0.0003
H -1.75 4.90 -5.62  0.0001
C 0.10 4.93 -4.51  0.0018
H -4.41 -1.60 2.53  0.0000
H -5.07 -1.92 -0.25  0.0002
C 2.36 -0.47 -0.74  0.0073
C -3.10 -0.22 -4.98  0.0251
C -5.34 1.32 4.00  0.0011
C -1.88 -2.82 0.65  -0.0018
C -3.86 1.73 2.11  -0.0009
C 3.44 -0.09 0.27  -0.0006
C -0.89 -2.68 -3.52  -0.1553
H -0.97 -3.74 -3.17  -0.0534
H -5.28 -4.38 -0.40  0.0005
C 0.70 -1.12 -4.73  -0.0577
C -2.96 -3.99 -4.76  0.0059
C 4.40 -1.02 0.64  0.0025
O 2.43 -1.65 -1.27  0.0325
C -5.26 -0.06 3.74  -0.0007

Calculated values
DFT total energy: -3861.94210 Eh
Multiplicity: 4
Total charge: 0
Orbital gap (spin up / spin down): 4.020 / 4.691 eV

---

# C42H41MoNO3P2S

A structure of composition C42H41MoNO3P2S in a non-equilibrium geometry (ωB97M-V/def2-TZVPD, the OMol25 dataset).

Last column: Mulliken spin population.
CARTESIAN COORDINATES (ANGSTROEM)
C 2.87 -2.20 -1.05  0.0471
O -3.28 1.19 1.41  -0.0004
C 3.07 -0.95 -1.65  -0.0775
S -1.99 1.16 2.05  0.0126
C -1.07 1.42 -7.88  -0.0001
C 3.10 4.31 -3.00  -0.0038
C -0.54 -0.87 -3.42  -0.0009
H -4.59 -5.41 -1.16  -0.0002
C 2.94 3.35 -4.00  0.0021
C 0.36 1.92 -7.58  0.0001
H -1.98 -1.46 7.02  0.0000
P -1.59 -0.65 -1.99  -0.0031
C -4.12 0.50 -2.49  -0.0058
C -4.51 2.88 -2.56  -0.0046
H -3.06 2.05 4.73  -0.0003
C -3.69 -3.66 -0.25  0.0039
C 2.28 2.73 -1.35  0.0010
C 2.49 2.07 -3.67  -0.0098
C -2.00 -0.92 6.07  0.0006
H -0.98 -2.48 4.94  0.0000
O -1.14 2.33 2.10  0.0118
H -3.87 -4.79 -3.47  0.0003
C -2.98 -2.49 -0.47  -0.0156
H 1.86 -0.89 -6.11  -0.0001
H 0.88 2.07 -8.55  0.0000
H -6.06 1.38 -2.79  0.0002
H 3.48 5.30 -3.25  0.0002
H 2.64 0.64 0.48  0.0160
H -2.51 -2.74 -3.84  -0.0018
H -0.97 -2.42 -6.57  -0.0002
Mo -0.15 0.28 -0.37  2.1481
H 2.34 1.31 -4.43  -0.0009
H -5.20 3.72 -2.66  -0.0001
C -3.16 3.12 -2.35  0.0327
C -1.07 -1.51 -7.17  -0.0007
H 3.81 -3.99 -0.30  0.0002
C -2.58 -2.14 -1.77  -0.0505
H 6.12 -3.24 -0.88  -0.0001
C 0.80 -0.62 -3.38  -0.0612
H -4.00 -3.93 0.76  0.0002
C 4.37 -0.51 -1.95  -0.0057
C 1.17 -0.29 -6.72  -0.0006
H 4.52 0.47 -2.40  0.0000
N -1.08 -0.19 1.45  0.0543
C 0.34 -1.11 -7.67  0.0004
H -2.45 1.56 -6.17  0.0003
C 1.20 1.04 -6.71  0.0002
C -2.75 0.73 -2.29  -0.0596
C 3.97 -3.02 -0.77  0.0119
C 1.66 0.40 0.90  -0.1458
C -2.88 -2.99 -2.84  0.0039
C 5.26 -2.60 -1.08  -0.0014
C -1.83 -0.47 -6.40  -0.0002
H 0.28 2.92 -7.13  0.0000
C -2.26 2.05 -2.21  0.0260
C 2.19 1.74 -2.34  -0.0103
H -2.69 -1.84 0.36  0.0164
H -2.79 4.14 -2.29  0.0006
H 2.88 4.75 -0.89  0.0002
P 1.57 0.07 -1.92  -0.0014
O -0.22 -2.21 2.17  0.0087
H 0.25 -0.59 -8.64  -0.0001
H -1.02 -1.19 -4.34  0.0148
H -1.04 0.70 -8.72  0.0000
C -4.02 -4.49 -1.33  -0.0025
H 1.45 -0.87 -4.22  -0.0055
C -0.86 -1.19 2.41  0.0225
C -2.62 1.06 4.80  -0.0017
H 2.01 1.59 -6.21  -0.0001
H 1.97 2.50 -0.33  -0.0096
H 0.89 -2.04 -7.87  0.0001
C -2.09 0.45 3.67  0.0068
C -2.58 0.36 6.02  0.0014
C -1.48 -0.79 3.71  -0.0144
C 5.46 -1.34 -1.67  0.0009
C -1.45 -1.49 4.92  -0.0005
H 1.70 -0.55 1.47  0.0154
C -1.82 0.84 -6.71  0.0002
H -4.49 -0.53 -2.51  -0.0002
H -1.64 2.29 -8.24  0.0000
H -3.01 0.80 6.92  -0.0001
C -3.62 -4.15 -2.62  0.0024
H 6.47 -1.00 -1.90  0.0001
H 1.86 -2.52 -0.79  0.0129
H -2.54 -0.84 -5.66  -0.0002
H 1.30 1.22 1.55  -0.0241
H -1.20 2.23 -2.00  0.0248
C -5.00 1.57 -2.63  0.0036
H -1.66 -1.80 -8.06  0.0001
C 2.76 4.00 -1.68  0.0153
H 3.17 3.59 -5.04  0.0003

Calculated values
DFT total energy: -3053.89451 Eh
Multiplicity: 3
Total charge: +2
Orbital gap (spin up / spin down): 4.744 / 5.414 eV

---

Q: Which formula does entry 3 have?
A: C42H41ClO2P2Pd